Record 1
Computed, not measured: a molecular structure, C47H46InN7P2Te, with the ωB97M-V functional and the def2-TZVPD basis.

Computed properties:
HOMO = -0.44909 hartree
Frontier orbital gap = 6.649 eV
LUMO energy = -5.571 eV
Total charge = +2

CARTESIAN COORDINATES (ANGSTROEM)
In1 -1.25 -0.29 -0.23
C1 -3.70 1.23 -2.04
C2 -3.54 2.00 -0.75
N1 -3.24 1.09 0.38
C3 -4.40 0.29 0.79
C4 -4.32 -1.17 0.39
C5 -5.33 -2.04 0.77
C6 -5.24 -3.37 0.38
C7 -4.16 -3.78 -0.39
C8 -3.19 -2.85 -0.73
C9 -2.00 -3.26 -1.56
N2 -1.14 -2.13 -1.94
C10 -1.46 -1.54 -3.27
C11 -2.70 -0.69 -3.23
N3 -2.48 0.46 -2.33
N4 -3.27 -1.57 -0.33
H1 -3.95 1.93 -2.84
H2 -4.54 0.53 -1.97
H3 -4.44 2.58 -0.56
H4 -2.71 2.70 -0.83
H5 -2.95 1.66 1.17
H6 -5.32 0.71 0.38
H7 -4.51 0.33 1.87
H8 -6.17 -1.68 1.35
H9 -6.00 -4.08 0.67
H10 -4.07 -4.81 -0.72
H11 -2.36 -3.79 -2.44
H12 -1.41 -3.97 -0.99
H13 -0.19 -2.46 -1.97
H14 -1.57 -2.32 -4.02
H15 -0.62 -0.92 -3.56
H16 -3.56 -1.25 -2.86
H17 -2.95 -0.37 -4.25
H18 -1.80 1.07 -2.77
Te1 3.67 -1.45 -1.00
C12 5.10 0.04 -0.62
C13 5.55 0.86 -1.65
C14 6.42 1.89 -1.33
N5 6.85 2.14 -0.09
C15 6.42 1.33 0.88
C16 5.55 0.27 0.67
C17 2.10 -0.14 -0.49
P1 1.23 -0.33 0.96
C18 1.99 -1.41 2.18
C19 2.53 -0.93 3.36
C20 3.11 -1.82 4.26
C21 3.12 -3.18 3.99
C22 2.55 -3.67 2.83
C23 1.98 -2.78 1.93
C24 0.97 1.27 1.79
C25 -0.26 1.64 2.32
C26 -0.42 2.84 3.00
C27 0.67 3.69 3.15
C28 1.91 3.32 2.64
C29 2.06 2.12 1.97
P2 1.13 0.70 -1.66
C30 1.81 0.58 -3.34
C31 1.80 -0.68 -3.96
C32 2.29 -0.84 -5.25
C33 2.78 0.26 -5.94
C34 2.77 1.52 -5.34
C35 2.28 1.68 -4.05
C36 1.19 2.48 -1.30
C37 0.05 3.27 -1.36
C38 0.12 4.65 -1.18
C39 1.35 5.25 -0.96
C40 2.50 4.47 -0.90
C41 2.43 3.10 -1.07
H19 5.22 0.71 -2.67
H20 6.79 2.55 -2.11
H21 6.80 1.54 1.88
H22 5.24 -0.35 1.50
H23 2.52 0.13 3.59
H24 3.55 -1.44 5.18
H25 3.57 -3.86 4.70
H26 2.54 -4.73 2.63
H27 1.52 -3.17 1.02
H28 -1.10 0.96 2.23
H29 -1.38 3.11 3.43
H30 0.56 4.63 3.68
H31 2.76 3.98 2.76
H32 3.03 1.84 1.57
H33 1.44 -1.55 -3.42
H34 2.29 -1.82 -5.71
H35 3.16 0.15 -6.95
H36 3.14 2.38 -5.88
H37 2.27 2.66 -3.60
H38 -0.90 2.80 -1.55
H39 -0.78 5.25 -1.23
H40 1.41 6.32 -0.83
H41 3.46 4.94 -0.73
H42 3.33 2.49 -1.02
N6 -4.64 -4.46 6.04
C42 -4.07 -3.80 5.29
C43 -3.36 -2.97 4.34
C44 -3.41 -1.59 4.44
C45 -2.73 -0.84 3.50
N7 -2.05 -1.38 2.49
C46 -1.99 -2.71 2.42
C47 -2.63 -3.55 3.32
H43 -3.96 -1.11 5.25
H44 -2.73 0.24 3.57
H45 -1.40 -3.14 1.62
H46 -2.54 -4.63 3.23

Record 2
Computed, not measured: a single C2H3NO2 molecule in a non-equilibrium geometry, with the ωB97M-V functional and the def2-TZVPD basis.

Computed properties:
HOMO = -0.43050 hartree
Frontier orbital gap = 11.977 eV
SMILES = N#CC(O)O
LUMO energy = 0.263 eV
Total charge = 0

CARTESIAN COORDINATES (ANGSTROEM)
C1 1.77 0.39 -0.89
C2 0.34 0.17 -0.53
N1 2.78 0.57 -1.35
O1 0.15 0.91 0.75
O2 -0.07 -1.19 -0.35
H1 -0.29 0.71 -1.19
H2 0.86 0.52 1.25
H3 0.86 -1.61 -0.28